(1)
Entry from the Open Molecules 2025 dataset: a cluster of 3 separate species, C2H10N2O3 in total in a non-equilibrium geometry (ωB97M-V/def2-TZVPD).

Output
- energy above the lowest of the compared OMol25 structures with the same formula, charge and spin (kJ/mol) = 48.75
- HOMO energy (eV) = -9.6
- LUMO (Eh) = 0.0201
- net charge = 0
- structure (SMILES) = CNC(N)=O.O.O
- energy (eV) = -11359.5281

Positions of all 17 atoms, in Å:
C 0.032 2.243 0.537
N -1.124 1.443 0.136
C -1.073 0.266 -0.520
N -2.340 -0.214 -0.904
O -0.035 -0.316 -0.781
H 0.797 2.108 -0.218
H 0.374 1.900 1.505
H -0.309 3.273 0.642
H -2.031 1.774 0.428
H -2.969 -0.414 -0.142
H -2.218 -1.009 -1.513
H 3.299 0.287 0.766
H 2.137 -0.373 1.507
O 2.504 0.490 1.268
H 0.644 -2.765 -0.721
H 1.096 -2.861 0.717
O 1.220 -3.280 -0.141

natural (NBO) population analysis, charges in e, atoms 1 to 2: C -0.404; N -0.617

=====

(2)
Entry from the Open Molecules 2025 dataset: a structure of composition C50H47As2N7S2Ti in a non-equilibrium geometry (ωB97M-V/def2-TZVPD).

Output
- energy above the lowest of the compared OMol25 structures with the same formula, charge and spin (kJ/mol) = 0.28
- HOMO energy (spin up / spin down) (eV) = -14.5 / -14.5
- LUMO (spin up / spin down) (Eh) = -0.3216 / -0.3086
- net charge = +3
- multiplicity = 2
- energy (eV) = -229487.7045

Positions of all 109 atoms, in Å:
Ti 0.909 -0.799 0.790
C 2.774 1.223 -0.547
N 2.686 -0.253 -0.468
C 3.901 -0.866 0.115
C 3.759 -1.079 1.576
N 2.578 -1.105 2.172
C 2.858 -1.437 3.522
C 1.998 -1.560 4.590
C 2.576 -1.861 5.799
C 3.952 -2.073 5.967
C 4.820 -1.961 4.885
C 4.232 -1.628 3.665
N 4.780 -1.355 2.408
C 2.204 1.768 0.711
N 1.063 1.256 1.181
C 0.689 2.085 2.230
C -0.547 2.141 2.884
C -0.655 3.128 3.861
C 0.394 3.996 4.155
C 1.587 3.975 3.481
C 1.680 3.005 2.457
N 2.634 2.795 1.452
H 3.784 1.539 -0.780
H 2.120 1.513 -1.367
H 2.628 -0.629 -1.437
H 4.033 -1.873 -0.330
H 4.787 -0.283 -0.124
H 0.917 -1.437 4.503
H 1.890 -1.949 6.661
H 4.288 -2.347 6.954
H 5.901 -2.078 4.973
H 5.762 -1.325 2.200
H -1.373 1.564 2.540
H -1.602 3.287 4.355
H 0.189 4.681 4.950
H 2.452 4.630 3.713
H 3.386 3.447 1.202
C 2.288 -3.033 -2.315
C 1.884 -3.624 -0.988
N 1.377 -2.900 0.009
C 1.071 -3.761 1.083
C 1.410 -5.071 0.862
S 2.057 -5.279 -0.695
C 0.254 -3.338 2.179
C -0.224 -4.121 3.173
S -1.434 -3.289 4.052
C -1.232 -1.904 3.080
N -0.282 -2.036 2.185
C -2.121 -0.736 3.338
H 3.336 -2.642 -2.243
H 1.589 -2.282 -2.679
H 2.280 -3.848 -3.079
H 1.214 -5.860 1.525
H 0.030 -5.138 3.339
H -2.988 -1.057 3.908
H -2.445 -0.289 2.401
H -1.620 0.004 3.924
C -2.098 1.851 -0.470
C -2.644 0.465 -0.774
As -1.273 -0.904 -0.961
C -1.072 -1.179 -2.885
C 0.024 -0.745 -3.636
C 0.075 -0.918 -5.030
C -0.995 -1.471 -5.702
C -2.150 -1.781 -4.964
C -2.185 -1.672 -3.601
C -2.107 -2.569 -0.439
C -1.593 -3.761 -0.968
C -2.048 -4.972 -0.488
C -2.999 -5.038 0.508
C -3.561 -3.838 0.987
C -3.131 -2.616 0.503
As -0.948 2.368 -2.011
C -2.377 2.590 -3.323
C -2.164 1.949 -4.526
C -3.168 1.931 -5.497
C -4.375 2.571 -5.242
C -4.565 3.240 -4.040
C -3.570 3.258 -3.076
C -0.504 4.253 -1.571
C -0.606 5.235 -2.549
C -0.089 6.511 -2.322
C 0.581 6.792 -1.139
C 0.684 5.811 -0.137
C 0.098 4.562 -0.338
H -1.482 1.863 0.379
H -2.839 2.622 -0.317
H -3.177 0.480 -1.717
H -3.381 0.080 -0.059
H 0.856 -0.249 -3.138
H 0.989 -0.600 -5.523
H -0.975 -1.647 -6.773
H -3.048 -2.147 -5.456
H -3.093 -1.922 -3.084
H -0.909 -3.724 -1.827
H -1.662 -5.918 -0.852
H -3.361 -6.015 0.865
H -4.388 -3.855 1.676
H -3.615 -1.723 0.907
H -1.216 1.422 -4.667
H -2.946 1.441 -6.441
H -5.182 2.531 -5.964
H -5.511 3.754 -3.819
H -3.758 3.814 -2.150
H -1.089 5.013 -3.460
H -0.230 7.295 -3.087
H 1.001 7.753 -0.988
H 1.163 6.070 0.788
H 0.136 3.804 0.439

Löwdin population analysis, charges in e, atoms 1 to 2: Ti 0.995; C -0.073